111
Properties=species:S:1:pos:R:3:mulliken_charge:R:1 method="wB97M-V/def2-TZVPD" fmax_ev_per_a=1.5 lumo_ha="-0.24528 / -0.26825" homo_lumo_gap_ev="5.487 / 4.861" charge=+2 s2=3.813 multiplicity=4 energy_ev=-103303.45435 de_lowest_kcal_mol=68.22
C -2.868 3.919 -0.096 0.89
C 5.459 0.330 -0.620 -0.55
C 6.702 0.933 -0.467 -1.09
S 3.566 -1.623 0.051 1.64
C 7.089 -0.342 1.521 -0.70
C -4.953 -2.234 2.376 0.99
C -4.662 -2.050 -2.051 0.96
C 7.537 0.598 0.594 0.97
C -2.083 -3.925 0.533 1.06
C 3.790 -2.122 -1.676 -1.16
F 2.691 -8.673 -1.660 -0.27
H -2.387 -3.048 3.269 0.18
H 9.035 1.619 1.750 0.36
H -2.566 -4.323 -1.527 0.59
H -4.867 1.546 3.346 0.50
C 0.527 -2.843 -0.405 -1.32
H 9.674 0.467 0.593 0.33
C -4.896 0.499 3.073 -0.74
H -6.574 0.042 4.327 0.42
Sb -2.585 -1.894 0.294 0.29
H 3.178 4.167 0.956 0.60
C 3.859 2.667 3.925 -0.53
C -1.667 -4.425 1.769 1.13
O 2.042 2.890 -0.926 -0.67
H 1.555 -6.743 -2.609 0.50
H 4.226 4.645 3.169 0.48
H -1.146 -6.221 2.810 0.48
H 2.373 0.142 2.212 0.25
H 1.447 -4.224 1.646 0.77
C -2.461 5.237 0.211 -0.93
H -5.250 -3.546 -0.627 0.06
O 1.754 0.493 -0.327 -0.61
H 9.060 2.021 0.023 0.36
C -1.452 -3.517 2.953 -1.71
C 8.900 1.221 0.744 -1.50
C -2.024 -6.107 -0.458 -1.15
H 2.122 -6.608 1.631 0.56
H 7.028 1.663 -1.199 0.34
C -5.847 -0.345 3.625 -0.88
C 2.167 -8.283 -0.493 0.78
C 3.816 3.665 2.960 -0.84
C 2.704 2.146 1.494 0.92
H 5.532 -1.734 2.064 0.52
C -1.638 -6.630 0.767 -0.79
H 4.295 -1.340 -2.239 0.57
C -3.981 -0.013 2.171 -1.11
C -1.460 -5.794 1.864 -0.75
H -4.664 -4.263 2.991 0.48
H -1.479 -7.696 0.877 0.41
H 7.720 -0.605 2.363 0.42
N -2.232 1.550 -0.253 0.09
C 1.490 -6.193 -1.679 -1.32
C -2.252 -4.743 -0.578 -0.85
C -5.072 -1.747 -3.349 -1.06
N 0.166 1.991 0.534 -0.13
H -0.741 -2.722 2.704 0.27
C -2.447 -1.252 -2.654 -0.08
Re -0.543 0.190 -0.009 0.63
C -1.936 2.875 0.045 0.15
H 2.797 -2.299 -2.088 0.17
H 4.280 2.881 4.899 0.45
C -0.241 4.438 0.714 -0.31
C -4.198 -1.211 -4.283 -0.85
C -1.175 5.485 0.594 -1.04
C 1.833 -6.814 -0.487 0.40
H -3.179 6.042 0.114 0.47
F 1.045 -9.010 -0.298 -0.25
C 0.077 -1.706 -0.324 0.29
C -5.034 -3.717 2.120 -1.51
H -4.454 -4.030 1.262 -0.04
S 1.728 1.925 0.070 1.22
H 4.818 0.618 -1.446 0.37
C -3.331 -1.781 -1.710 0.19
C -0.629 3.151 0.457 0.47
H -6.070 -4.024 1.975 0.55
C -2.873 -0.975 -3.942 -1.08
H -4.551 -0.969 -5.277 0.46
C -3.458 1.306 -0.716 0.12
H -3.209 0.632 1.776 0.48
H 0.777 -4.387 -2.587 0.66
C 1.031 -4.175 -0.460 2.00
H -2.163 -6.756 -1.313 0.43
C -5.642 -2.626 -1.064 -0.67
H -1.059 -4.074 3.802 0.53
C -5.852 -1.689 3.296 -0.67
H -0.857 6.496 0.806 0.44
C -4.422 2.291 -0.913 -1.53
H -3.714 0.288 -0.949 0.64
F 3.024 -8.610 0.479 -0.27
C 3.356 1.396 3.660 -0.93
C 1.073 -4.875 -1.667 -0.45
H -2.183 -0.565 -4.668 0.52
H 0.777 4.649 1.012 0.40
H 4.372 -3.044 -1.668 0.41
C 1.822 -6.118 0.714 -1.34
C -4.145 3.593 -0.590 -0.71
C 5.075 -0.665 0.270 0.06
C 3.230 3.412 1.731 -0.59
H -5.844 -1.922 -0.253 0.18
C -4.025 -1.359 1.792 1.20
C 5.861 -0.970 1.370 -0.60
H -4.880 4.376 -0.734 0.51
C 1.436 -4.793 0.727 -0.02
H -1.419 -1.041 -2.378 0.58
C 2.770 1.125 2.438 -0.30
H -6.573 -2.352 3.761 0.51
H -6.588 -2.860 -1.549 0.54
H 3.410 0.626 4.418 0.50
H -5.385 2.001 -1.311 0.57
O 3.757 -2.859 0.878 -0.80
H -6.105 -1.926 -3.626 0.50

---

15
Properties=species:S:1:pos:R:3:nbo_charge:R:1 method="wB97M-V/def2-TZVPD" fmax_ev_per_a=0.4 lumo_ha=0.03766 homo_lumo_gap_ev=11.294 smiles=CCCCO energy_ev=-6357.47618 de_lowest_kcal_mol=7.53
O -0.734 -1.345 2.326 -0.72
H -0.842 0.039 -1.434 0.19
C 0.046 0.021 0.534 -0.41
C 0.574 1.663 -1.327 -0.60
H 1.043 0.095 0.986 0.20
H -0.566 0.809 0.993 0.20
C -0.559 -1.319 0.918 -0.05
H 0.610 1.818 -2.410 0.21
H 0.837 -0.479 -1.418 0.19
H 0.102 -2.132 0.579 0.16
H -0.567 -2.236 2.648 0.47
H 1.570 1.882 -0.923 0.20
H -1.528 -1.455 0.410 0.15
H -0.122 2.398 -0.906 0.20
C 0.136 0.242 -0.975 -0.40

---

20
Properties=species:S:1:pos:R:3:nbo_charge:R:1 method="wB97M-V/def2-TZVPD" fmax_ev_per_a=5.5 lumo_ha="-0.01401 / -0.01424" homo_lumo_gap_ev="7.133 / 7.090" energy_ev=-15770.81022 de_lowest_kcal_mol=104.31
H 0.536 1.069 -2.239 0.44
H 0.923 1.214 1.628 0.27
H -2.162 1.318 -0.904 0.21
H -3.275 -0.726 0.457 0.14
H 1.653 -0.256 2.075 0.25
H 3.169 -1.807 -0.147 0.27
H -1.298 1.430 0.661 0.17
H 2.724 -0.961 -1.896 0.28
C 0.952 0.087 1.456 -1.25
C -2.155 1.048 0.144 -0.65
C -2.283 -0.501 0.338 -0.05
H -3.140 1.556 0.525 0.20
N 1.197 1.058 -1.360 -1.32
C 2.458 -1.463 -0.926 -1.20
H 1.011 1.853 -0.771 0.39
Si 1.120 -0.291 -0.285 1.94
H -1.752 -0.725 1.241 0.10
O -1.772 -1.254 -0.647 -0.78
H 2.164 -2.505 -1.285 0.28
H -0.070 -0.146 1.934 0.30

---

27
Properties=species:S:1:pos:R:3:nbo_charge:R:1 method="wB97M-V/def2-TZVPD" fmax_ev_per_a=1.4 lumo_ha="-0.11396 / -0.30245" homo_lumo_gap_ev="8.508 / 3.379" charge=+1 s2=0.753 multiplicity=2 energy_ev=-21455.79975 de_lowest_kcal_mol=11.33
H -1.390 3.378 2.465 0.23
C -0.023 2.015 -0.864 -0.23
C 0.213 3.480 1.032 -0.22
H 1.916 -1.291 -1.486 0.28
C 2.734 -1.784 -0.951 -0.84
H -0.605 -4.178 1.095 0.24
C 0.689 2.980 -0.184 -0.21
C 0.571 -2.377 0.790 -0.57
H 0.333 1.584 -1.793 0.20
C -0.526 -3.377 0.371 -0.62
H -2.333 1.325 1.478 0.21
C -1.593 1.905 0.928 -0.21
H 0.527 -1.396 0.315 0.25
H -1.437 -2.800 0.286 0.26
S 2.190 -2.960 0.245 0.89
H -3.004 0.287 -0.771 0.23
C -0.956 2.971 1.561 -0.20
H -2.188 0.749 -2.136 0.24
C -1.977 0.468 -1.101 -0.64
H 0.859 4.209 1.503 0.22
H 3.257 -2.341 -1.736 0.29
H 1.656 3.280 -0.553 0.21
H -1.452 -0.484 -0.976 0.18
C -1.250 1.559 -0.370 -0.03
H -0.256 -3.901 -0.548 0.23
H 3.438 -1.103 -0.461 0.30
H 0.611 -2.198 1.863 0.28

---

67
Properties=species:S:1:pos:R:3:nbo_charge:R:1 method="wB97M-V/def2-TZVPD" fmax_ev_per_a=0.5 lumo_ha=0.13256 homo_lumo_gap_ev=5.337 charge=-2 energy_ev=-155422.64744 de_lowest_kcal_mol=5.26
H -0.435 4.933 -4.082 0.17
C 3.790 0.924 0.828 -0.35
N -3.428 0.988 5.252 -0.50
C -3.456 2.101 3.390 -0.05
C 3.449 -0.540 -3.606 -0.23
C -0.610 3.874 -4.253 0.05
C -4.023 2.053 4.638 0.02
H 1.065 -4.781 4.123 0.21
H 0.127 -2.260 -4.515 0.24
H -1.278 -0.740 5.648 0.22
Br -3.864 -4.551 3.694 0.04
C -0.966 3.429 -5.515 -0.34
H -1.284 -5.289 4.733 0.22
H -3.664 0.724 6.195 0.43
H -1.071 4.121 -6.340 0.20
H 2.195 -2.777 -5.801 0.20
Te 1.823 0.132 3.162 -0.47
C -2.558 0.419 4.378 0.37
N -0.451 3.096 -3.195 -0.46
H 4.380 -0.055 -3.336 0.20
H -2.423 -1.684 4.681 0.22
Rb -0.890 1.134 0.701 0.93
C 1.108 -0.878 -3.229 -0.35
C -3.672 3.059 2.277 0.78
C 5.588 2.179 1.578 -0.48
H 2.312 0.457 -2.078 0.23
C 2.298 -0.252 -2.894 -0.12
H -1.488 1.650 -6.615 0.19
C 3.429 -1.448 -4.661 -0.03
H 5.568 -1.471 -4.883 0.21
C -1.774 -0.808 4.679 -0.66
H -0.305 -2.425 0.824 0.27
O -5.579 3.803 4.719 -0.75
O -1.438 -1.214 -2.923 -0.99
H -1.012 -0.944 3.913 0.25
H -4.924 4.036 3.454 0.50
H 3.179 0.394 0.112 0.22
C -1.192 2.065 -5.658 -0.17
H 5.391 1.668 -0.506 0.20
O -3.077 2.917 1.228 -0.66
C 0.254 -4.389 3.526 -0.21
N -2.559 1.068 3.240 -0.48
S 4.646 1.918 2.995 0.40
C -1.058 -4.672 3.875 -0.25
H 6.501 2.750 1.598 0.21
N -0.455 1.046 -2.190 -0.97
H -1.260 0.176 -4.648 0.24
C 0.521 -3.583 2.429 -0.19
C 2.226 -2.064 -4.985 -0.23
H 1.535 -3.316 2.172 0.24
O -4.511 4.047 2.490 -0.70
C -1.836 -3.330 2.024 -0.21
H 4.740 -2.797 -5.706 0.21
H 4.692 -1.172 -6.382 0.21
C 3.467 0.977 2.157 -0.43
C -5.076 2.843 5.367 0.75
C 1.067 -1.784 -4.275 -0.18
C -2.096 -4.143 3.127 -0.13
S -0.353 -0.512 -2.261 2.33
C -1.051 1.232 -4.572 -0.32
O -5.310 2.494 6.529 -0.73
C 4.989 1.609 0.497 -0.26
O -0.050 -0.953 -0.912 -1.02
C 4.676 -1.739 -5.449 -0.62
C -0.519 -3.058 1.677 -0.17
I -3.355 -2.458 0.889 0.19
C -0.659 1.774 -3.327 0.37

---

14
Properties=species:S:1:pos:R:3:nbo_charge:R:1 method="wB97M-V/def2-TZVPD" fmax_ev_per_a=2.5 lumo_ha=0.03070 homo_lumo_gap_ev=12.138 energy_ev=-22232.42876 de_lowest_kcal_mol=21.29
O -1.397 0.554 -1.118 -0.66
C -0.329 0.661 -0.198 0.35
O -3.453 0.652 0.353 -0.87
O -1.028 0.292 0.976 -0.67
C 1.938 -0.166 0.489 -0.61
H 2.382 0.826 0.438 0.21
C 0.804 -0.298 -0.519 -0.44
H 2.709 -0.902 0.282 0.22
H 1.559 -0.325 1.495 0.22
S -2.302 -0.107 0.055 2.52
H 0.004 1.705 -0.122 0.18
H 0.386 -1.306 -0.502 0.23
O -2.422 -1.506 -0.097 -0.88
H 1.150 -0.079 -1.531 0.22

---

152
Properties=species:S:1:pos:R:3:mulliken_charge:R:1 method="wB97M-V/def2-TZVPD" fmax_ev_per_a=1.1 lumo_ha=0.02479 homo_lumo_gap_ev=9.560 energy_ev=-87649.57131
C 0.203 -0.833 8.158 -0.66
O 6.262 4.965 -5.218 -0.30
H 3.719 0.361 2.155 0.27
H -0.018 0.649 1.466 -0.48
C 0.548 -1.522 6.838 -0.28
H 3.813 5.085 -5.167 -0.03
C -0.938 0.084 7.736 -0.41
C -2.257 -0.886 -5.482 -1.02
H 4.574 -4.571 3.532 0.28
H -3.733 -1.951 2.275 -0.29
H 3.609 -1.753 -0.037 0.17
O -1.710 1.170 2.522 -0.40
H 6.151 5.651 -3.278 0.31
H -3.564 -0.480 1.297 -0.06
C -0.021 1.944 3.978 -0.33
C 4.061 -0.849 0.380 -0.68
H -11.712 -0.597 -0.576 0.36
H 5.861 -4.628 7.202 0.34
H 0.000 0.627 -3.815 -0.08
H -1.751 0.723 4.533 0.13
O 2.217 0.572 0.759 -0.20
H -6.459 -2.483 2.786 0.23
H 2.256 4.395 -7.687 0.29
H -1.755 -3.532 3.634 0.43
C 1.825 -0.434 -3.995 -0.79
C 2.288 6.478 -7.112 -0.61
H -1.096 -2.315 -4.316 0.25
H 3.330 -5.553 6.685 0.31
H 3.043 7.215 -6.832 0.24
H -1.307 -2.616 6.533 0.37
C 8.504 5.629 -4.878 -0.57
H 1.169 -0.865 6.223 0.21
C 1.221 -3.952 2.186 -0.35
C -2.007 -1.726 -4.247 0.02
C 1.043 0.852 -4.053 0.25
C 3.152 -0.259 1.449 -0.05
H 1.036 -0.291 8.602 0.36
C 3.823 -4.621 6.407 -0.50
H -2.825 -2.442 -4.173 0.40
H 5.579 -5.758 5.875 0.27
H -0.802 -1.671 5.119 -0.66
O 3.333 -4.198 5.132 -0.26
H -5.697 0.359 1.978 0.29
C -10.277 -1.217 0.955 -0.28
C 5.645 -3.703 5.213 -0.64
H -10.287 -1.441 -1.192 0.27
H 1.084 1.274 -5.055 0.59
H 1.186 -4.649 1.340 0.32
H -2.949 -0.360 -2.879 0.61
H 5.049 -1.105 0.761 0.49
H -7.558 -1.214 2.243 0.26
O 1.580 1.734 -3.092 -0.06
H 9.520 5.445 -5.222 0.34
H 0.792 3.863 -1.032 0.40
H -11.005 -4.268 1.277 0.27
H 2.812 -0.301 -4.435 0.40
C -1.037 -3.689 2.830 -0.63
C 4.430 -3.804 4.301 -0.11
C 6.555 4.795 -3.829 -0.36
O -1.075 -0.353 -6.136 -0.20
C 5.332 -4.768 6.261 -0.59
H 6.582 -3.869 4.684 0.38
H 0.583 -3.952 4.240 -0.07
H 1.054 7.278 -5.484 0.27
H -0.765 3.571 -1.781 0.49
H 2.544 1.830 -0.846 0.00
H -0.936 2.011 0.799 -0.01
H 4.187 -2.861 3.808 0.01
H -0.112 3.513 2.491 0.34
H 2.252 -3.885 2.536 -0.07
H 1.961 -0.765 -2.970 0.19
H 0.172 2.660 4.777 0.51
H -0.055 -0.870 -0.747 -0.09
H 3.569 -3.858 7.151 0.26
C -11.005 -1.400 -0.370 -0.63
C -1.761 -1.768 -1.728 -0.10
O -4.834 -1.928 0.535 -0.40
H 1.982 0.200 -1.252 -0.75
H 2.606 -1.020 2.008 -0.18
H 4.349 -0.069 -1.666 0.31
H -0.151 -1.568 8.884 0.28
C -6.253 -2.023 0.689 -0.37
O 0.798 -2.664 1.729 -0.23
H -1.648 0.284 8.539 0.33
C -2.015 -0.910 -2.971 0.21
H -0.407 -1.618 3.031 -0.74
H -6.572 -3.039 0.458 0.21
C -6.556 -1.619 2.124 -0.39
C -1.491 1.556 3.880 -0.47
C 2.641 0.774 -0.592 0.83
C 8.073 4.733 -3.718 -0.59
C -0.581 1.547 1.722 0.77
C -0.829 -1.685 6.210 0.62
H 8.437 5.065 -2.747 0.34
H -2.812 -0.005 -5.182 0.40
C -11.660 -2.764 -0.176 -0.54
H -1.214 -0.172 -3.026 -0.89
H 0.043 -2.645 -0.861 0.31
O -1.615 -0.583 6.670 -0.45
C 0.255 2.486 2.577 -0.55
H -0.556 1.042 7.364 0.19
O -9.912 -2.526 1.401 -0.36
H 1.306 2.472 2.296 0.22
C -0.509 -2.383 2.253 1.06
C 2.902 5.079 -7.132 -0.62
H -6.729 -1.339 -0.025 0.26
H -2.382 -1.436 -0.902 -0.38
H -1.523 -4.279 2.050 0.43
H -10.930 -0.766 1.710 0.25
H 4.771 1.053 -0.369 0.33
H 3.897 5.040 -7.572 0.33
H -11.921 -3.265 -1.107 0.34
H 0.176 -5.445 3.388 0.48
H -2.869 -1.401 -6.216 0.31
H -2.052 -2.791 -1.963 0.44
H 0.592 1.056 4.159 -0.04
H 1.562 3.791 -3.255 0.10
H -1.138 -1.982 1.457 -0.34
C 2.906 4.724 -5.654 0.26
H 7.251 6.119 -6.610 0.28
C -4.273 -1.228 1.653 0.45
C 0.887 2.977 -3.018 -0.45
H 0.299 5.961 -6.400 0.30
H -9.865 -3.986 -0.052 0.25
C -0.277 -1.739 -1.360 -0.22
H 6.063 3.891 -3.470 0.20
H 0.287 -1.629 -2.285 -0.03
H -5.233 -0.471 3.467 0.40
O 1.773 5.391 -5.078 -0.42
O 1.297 -1.214 -6.059 -0.32
S -0.154 -1.476 -6.835 0.64
H 7.758 4.422 -6.525 0.28
H 1.852 6.780 -8.063 0.37
C 0.236 3.170 -1.652 -0.76
C 0.256 -4.364 3.283 -0.38
C 7.457 5.291 -5.931 -0.48
H 0.107 3.010 -3.776 0.57
H 8.426 6.679 -4.590 0.27
C -5.442 -0.613 2.408 -0.65
H -2.142 2.405 4.120 0.38
C 1.248 6.341 -6.006 -0.52
H 8.423 3.712 -3.883 0.28
C 4.074 0.266 -0.667 -0.72
O 1.169 -1.498 -4.661 -0.19
H -12.569 -2.663 0.422 0.26
H 2.818 3.651 -5.473 0.11
H 0.125 2.212 -1.156 -0.26
O 0.193 -0.928 -8.104 -0.53
C -10.591 -3.508 0.614 -0.44
H -9.379 -0.605 0.862 0.24
H 5.686 -2.716 5.678 0.28
H 1.071 -2.470 6.956 0.17

---

16
Properties=species:S:1:pos:R:3:nbo_charge:R:1 method="wB97M-V/def2-TZVPD" fmax_ev_per_a=0.7 lumo_ha=0.00566 homo_lumo_gap_ev=8.461 energy_ev=-9770.51532 de_lowest_kcal_mol=115.85
N 1.183 0.253 -0.142 -0.36
H -0.657 -2.263 -0.131 0.18
H -3.152 0.346 0.417 0.22
O 1.017 2.306 0.708 -0.52
N -1.287 -0.526 0.814 -0.50
H 2.295 1.599 -1.342 0.21
C -0.480 -1.507 0.628 0.10
C 2.406 0.644 -0.818 -0.47
H -2.140 0.127 -1.002 0.22
H 0.351 -1.634 1.303 0.21
H 2.667 -0.131 -1.537 0.19
H -2.943 -1.268 -0.274 0.20
N 0.592 1.142 0.534 0.13
C -2.436 -0.328 -0.053 -0.44
H 3.215 0.765 -0.091 0.20
H -0.633 0.476 0.986 0.40

---

67
Properties=species:S:1:pos:R:3:nbo_charge:R:1 method="wB97M-V/def2-TZVPD" fmax_ev_per_a=1.3 lumo_ha=-0.16491 homo_lumo_gap_ev=7.452 charge=+1 energy_ev=-66448.42171 de_lowest_kcal_mol=0.00
Si 1.969 0.538 3.169 1.69
C -1.527 -2.480 0.986 0.07
H -2.237 -6.245 1.280 0.24
H -0.958 -5.370 -0.635 0.24
C 1.831 3.127 -2.090 -0.17
H 3.059 -1.737 -1.546 0.26
C 1.325 -0.634 1.758 -1.06
O -0.380 2.084 -1.920 -0.57
H 0.599 -1.283 2.252 0.22
C -1.146 1.472 1.229 0.11
N -1.410 -1.089 1.000 -0.50
C 1.189 -0.238 4.686 -1.13
H -1.883 4.709 1.733 0.24
H 4.804 -1.683 2.013 0.25
C -3.014 1.687 2.746 -0.15
C -1.051 -3.338 -0.001 -0.21
H -3.603 3.698 3.178 0.24
C -1.946 3.632 1.822 -0.17
H 1.523 -1.269 4.821 0.24
H 1.563 2.708 1.997 0.23
H 1.993 -3.089 -1.173 0.25
H 1.344 -1.459 -1.345 0.22
S -2.959 -1.654 2.963 0.52
C -2.143 -0.555 1.954 0.12
C 2.282 -3.379 1.875 -1.12
C -1.316 -4.686 0.122 -0.18
H 1.447 0.312 5.594 0.25
C 1.778 4.132 -3.034 -0.15
H 3.018 -4.139 1.600 0.25
C -2.052 -5.183 1.204 -0.18
H 5.068 3.306 -1.069 0.24
H 4.224 -0.381 3.703 0.24
O 3.427 1.226 0.381 -0.59
C -2.129 0.890 2.033 -0.23
H 4.073 1.328 4.088 0.25
H 0.864 4.355 -3.568 0.24
Si 2.593 -1.817 0.876 1.68
H -3.779 1.237 3.368 0.23
C -2.320 -2.972 2.022 -0.14
C 1.368 2.297 2.989 -1.12
C 4.430 -1.543 1.000 -1.13
H 0.098 -0.245 4.601 0.23
H 0.304 2.392 3.205 0.23
H 2.958 5.640 -3.996 0.23
H -3.187 -4.710 2.966 0.24
C -2.915 3.065 2.637 -0.19
C 2.952 4.843 -3.265 -0.18
C 2.189 -2.037 -0.958 -1.13
H 1.290 -3.800 1.730 0.24
C 4.124 4.547 -2.572 -0.18
H -0.511 -2.946 -0.849 0.23
H 4.316 0.827 2.412 0.27
H 4.858 -2.339 0.381 0.25
H 4.782 -0.588 0.620 0.27
C -1.038 2.842 1.121 -0.25
H -0.290 3.304 0.496 0.24
H 2.410 -3.178 2.942 0.24
C -2.578 -4.333 2.156 -0.22
N 1.376 1.357 -0.657 -0.72
Pt 0.080 0.204 0.327 1.07
C 4.164 3.536 -1.616 -0.19
C 2.698 1.732 -0.439 0.67
H 1.912 2.911 3.711 0.26
H 5.020 5.117 -2.784 0.23
C 2.994 2.842 -1.390 -0.07
C 3.822 0.567 3.345 -1.13
C 0.787 2.187 -1.609 0.67